Below is a cluster of 3 separate species, C3H12N2O2 in total in a non-equilibrium geometry, with properties calculated with wB97M-V/def2-TZVPD.

```
19
Properties=species:S:1:pos:R:3:forces:R:3
H -0.427858 -1.997348 2.837568 -0.557 -3.656 1.579
N -0.369280 -1.221348 2.305565 2.057 3.584 -3.640
C 0.542439 -1.289147 1.353888 -2.004 -0.308 4.679
N 1.085633 -0.123734 0.905215 0.141 0.424 -2.099
C 1.358038 -0.095264 -0.523487 -0.550 -3.885 -0.643
C 0.824441 1.050677 -1.245807 0.148 1.165 -3.627
H 1.016419 -2.297998 1.182540 -0.033 1.366 -0.689
H 0.652808 0.791104 1.048778 -0.590 -0.976 1.279
H 0.946352 -1.038693 -1.041623 -0.186 1.083 1.024
H 2.360698 -0.348472 -0.697938 1.951 0.653 -0.299
H -0.110103 1.430419 -0.888921 -0.385 0.317 0.727
H 0.524947 0.673797 -2.295626 0.719 0.784 1.318
H 1.561686 1.878747 -1.406502 -0.757 -0.531 0.338
O -0.969747 2.551890 1.363607 -0.640 0.325 -0.991
H -1.726668 3.167945 1.298492 0.748 -0.522 0.332
H -0.617638 2.589519 2.244862 -0.070 0.171 0.686
O -2.470137 -2.050545 -2.365999 -2.910 2.356 -0.325
H -1.687656 -2.483758 -2.184952 2.597 -1.125 0.814
H -2.494376 -1.187782 -1.889663 0.321 -1.225 -0.464
```
Forces are in eV/Å.

Its charge is 0. The value obtained for the HOMO energy is -0.3270 Ha. The value obtained for the electronic energy is -381.42470 hartree. For the HOMO-LUMO gap, the calculation gives 9.58 eV. As for the multiplicity: 1. As for the SMILES: [H]/N=C/NCC.O.O.

And the natural (NBO) charges, in e, turn out to be:
1. H 0.33
2. N -0.72
3. C 0.27
4. N -0.62
5. C -0.22
6. C -0.64
7. H 0.16
8. H 0.41
9. H 0.16
10. H 0.19
11. H 0.23
12. H 0.22
13. H 0.22
14. O -0.96
15. H 0.48
16. H 0.48
17. O -0.94
18. H 0.47
19. H 0.48

=====

Below is a cluster of 3 separate species, C3H12N2O2 in total in a non-equilibrium geometry, with properties calculated with wB97M-V/def2-TZVPD.

```
19
Properties=species:S:1:pos:R:3:forces:R:3
C -2.136847 -0.559174 -1.160119 -1.159 -2.152 -0.890
C -0.627658 -0.690507 -0.869494 -0.885 -0.074 0.007
N -0.158972 0.524170 -0.282143 0.468 1.364 0.839
C 1.002218 0.721997 0.202951 0.234 -0.531 -3.241
N 2.109752 -0.123546 -0.059349 -0.475 -0.801 1.125
H -2.453578 -1.533224 -1.593208 0.359 0.235 -0.188
H -2.863302 -0.563797 -0.342686 0.770 0.632 0.621
H -2.530441 0.150311 -1.906159 0.957 0.221 0.369
H -0.432047 -1.563709 -0.238678 -0.286 -0.027 0.353
H -0.112529 -0.984111 -1.797729 0.042 0.597 -0.068
H 1.343437 1.750246 0.273279 -0.333 0.209 1.256
H 1.796592 -1.021516 -0.416382 0.034 0.053 -0.085
H 2.633121 -0.336092 0.785839 0.331 0.328 -0.165
O 1.179688 2.865468 -2.846766 -0.033 0.695 0.494
H 1.224522 3.709110 -2.369292 0.312 -0.078 -0.457
H 0.510808 2.433701 -2.314487 -0.329 -0.674 0.032
O -0.242242 -1.957850 5.029543 -0.575 -0.401 0.599
H 0.372746 -1.612444 4.397169 0.416 0.431 -0.421
H -0.615268 -1.209035 5.507710 0.153 -0.027 -0.180
```
Forces are in eV/Å.

Its charge is 0. The value obtained for the HOMO energy is -0.3522 Ha. The value obtained for the electronic energy is -381.44425 hartree. For the HOMO-LUMO gap, the calculation gives 9.98 eV. As for the multiplicity: 1. As for the SMILES: CC/N=C\N.O.O.

And the natural (NBO) charges, in e, turn out to be:
1. C -0.61
2. C -0.27
3. N -0.47
4. C 0.26
5. N -0.82
6. H 0.20
7. H 0.22
8. H 0.22
9. H 0.19
10. H 0.20
11. H 0.18
12. H 0.36
13. H 0.37
14. O -0.93
15. H 0.46
16. H 0.47
17. O -0.94
18. H 0.47
19. H 0.47

=====

Below is a cluster of 4 separate species, C3H12N2O2 in total in a non-equilibrium geometry, with properties calculated with wB97M-V/def2-TZVPD.

```
19
Properties=species:S:1:pos:R:3:forces:R:3
C 1.204538 0.165850 1.345488 -1.050 -0.812 0.227
C 0.117952 0.635474 0.448022 -1.557 -1.256 2.065
C 0.439413 0.449364 -0.892878 -1.593 -0.502 -3.607
N -0.435701 0.498552 -1.960224 2.038 0.322 1.725
N -1.051053 1.127654 0.924103 1.457 -0.468 -0.980
H 0.880947 -0.769906 1.841297 0.108 0.252 -0.258
H 1.341615 0.877521 2.163581 0.424 0.116 -0.305
H 2.015675 -0.049005 0.613198 0.345 0.230 1.488
H 1.563973 0.238205 -1.135823 0.720 1.035 0.603
H -1.183528 -0.175717 -1.951835 -0.303 0.329 -0.233
H 0.146934 0.598673 -2.777335 -0.758 -0.358 -0.618
H -1.399785 0.487533 1.630781 -0.369 0.724 0.469
H -1.719533 1.398897 0.216840 -0.239 -0.178 0.101
H 3.530511 0.358987 -1.438255 0.252 -0.156 -0.097
H -0.880014 -1.787962 -0.479497 0.814 0.783 0.247
O 3.010338 0.259762 -0.638055 -0.107 0.022 -0.858
H -1.775268 -1.340773 0.549508 -0.624 0.375 0.511
H -3.137566 -1.832564 0.522515 -0.438 0.313 0.531
O -2.669448 -1.140544 1.018569 0.879 -0.770 -1.012
```
Forces are in eV/Å.

Its charge is 0. The value obtained for the HOMO energy is -0.3035 Ha. The value obtained for the electronic energy is -381.20824 hartree. For the HOMO-LUMO gap, the calculation gives 5.10 eV. As for the multiplicity: 1.

And the natural (NBO) charges, in e, turn out to be:
1. C -0.74
2. C 0.35
3. C 0.12
4. N -0.74
5. N -0.71
6. H 0.25
7. H 0.24
8. H 0.34
9. H 0.33
10. H 0.43
11. H 0.40
12. H 0.44
13. H 0.40
14. H 0.45
15. H -0.35
16. O -1.13
17. H 0.44
18. H 0.48
19. O -1.01

=====

Below is a cluster of 3 separate species, C3H12N2O2 in total in a non-equilibrium geometry, with properties calculated with wB97M-V/def2-TZVPD.

```
19
Properties=species:S:1:pos:R:3:forces:R:3
C 0.096080 2.051578 -0.049473 -2.096 -1.290 -0.790
C 0.242358 0.534800 0.168652 0.439 0.265 0.829
N -1.052803 -0.110684 -0.078592 0.706 -1.943 0.768
C -1.076496 -1.403606 0.076177 0.514 0.913 -0.102
N -0.027743 -2.239496 0.407572 -1.354 1.252 -0.204
H -0.690923 2.423196 0.623469 0.083 -0.062 -0.409
H -0.189067 2.269973 -1.112216 0.169 -0.144 0.999
H 0.963991 2.559153 0.191578 1.961 0.996 0.370
H 0.647348 0.346494 1.243698 -0.820 0.132 -1.569
H 1.011450 0.118504 -0.507591 -0.193 0.153 0.174
H -2.019325 -1.935449 -0.044510 0.009 0.204 -0.106
H 0.903188 -1.885681 0.431084 0.647 0.055 0.065
H -0.183522 -3.214763 0.309965 0.086 -0.503 0.019
O 2.892088 -1.332071 0.672390 0.726 -0.009 -1.233
H 3.540971 -1.153823 -0.040171 -0.745 -0.295 0.282
H 3.361266 -0.983782 1.419395 0.097 0.221 0.952
O -3.074424 1.518590 -1.010795 0.787 -0.567 -1.287
H -2.331192 0.896105 -0.694342 -0.997 0.744 -0.496
H -3.013245 1.540967 -2.006298 -0.021 -0.121 1.735
```
Forces are in eV/Å.

Its charge is 0. The value obtained for the HOMO energy is -0.3369 Ha. The value obtained for the electronic energy is -381.48256 hartree. For the HOMO-LUMO gap, the calculation gives 9.49 eV. As for the multiplicity: 1. As for the SMILES: CC/N=C\N.O.O.

And the natural (NBO) charges, in e, turn out to be:
1. C -0.61
2. C -0.25
3. N -0.56
4. C 0.31
5. N -0.83
6. H 0.22
7. H 0.21
8. H 0.20
9. H 0.18
10. H 0.18
11. H 0.18
12. H 0.42
13. H 0.39
14. O -0.95
15. H 0.48
16. H 0.48
17. O -1.00
18. H 0.50
19. H 0.45

=====

Below is a cluster of 2 separate species, C3H12N2O2 in total in a non-equilibrium geometry, with properties calculated with wB97M-V/def2-TZVPD.

```
19
Properties=species:S:1:pos:R:3:forces:R:3
N -1.249196 -0.282079 -1.272098 1.102 -1.623 -0.588
C 0.044793 0.389244 -1.565568 -1.135 1.018 0.487
N 0.199356 1.556672 -0.707682 -0.050 0.779 0.465
C 0.684144 1.307466 0.670318 0.510 -0.677 -1.465
C -0.287759 0.781017 1.659718 0.124 -0.463 1.165
O -0.724311 -0.549354 1.439818 0.079 -0.957 -0.423
H -1.227991 -1.145574 -1.857163 -0.603 0.729 0.495
H -1.277713 -0.588878 -0.281789 0.007 0.275 -0.698
H 0.991811 -0.156420 -1.496997 -0.072 -0.437 0.228
H -0.059530 0.679650 -2.616424 0.303 0.304 0.147
H -0.685482 2.070815 -0.677818 0.366 -0.208 -0.156
H 1.465714 0.570220 0.505413 0.309 -0.326 0.298
H 1.209664 2.118358 1.176356 -0.185 0.658 -0.611
H 0.210640 0.731107 2.621310 0.309 0.491 0.441
H -1.114599 1.502527 1.794074 -0.153 -0.779 -0.292
H 0.026107 -1.184098 1.210216 -0.969 1.275 0.454
O 0.844510 -2.467950 0.069013 -0.816 -1.845 0.238
H 0.606434 -1.982601 -0.731632 -0.172 -0.300 -0.002
H 0.343401 -3.350117 0.060937 1.045 2.087 -0.185
```
Forces are in eV/Å.

Its charge is 0. The value obtained for the HOMO energy is -0.3252 Ha. The value obtained for the electronic energy is -381.45376 hartree. For the HOMO-LUMO gap, the calculation gives 9.38 eV. As for the multiplicity: 1. As for the SMILES: NCNCCO.O.

And the natural (NBO) charges, in e, turn out to be:
1. N -0.87
2. C -0.06
3. N -0.63
4. C -0.25
5. C -0.08
6. O -0.77
7. H 0.33
8. H 0.39
9. H 0.14
10. H 0.18
11. H 0.36
12. H 0.18
13. H 0.20
14. H 0.17
15. H 0.18
16. H 0.50
17. O -0.96
18. H 0.49
19. H 0.49

=====

Below is a cluster of 2 separate species, C3H12N2O2 in total in a non-equilibrium geometry, with properties calculated with wB97M-V/def2-TZVPD.

```
19
Properties=species:S:1:pos:R:3:forces:R:3
N 0.019610 0.343516 -2.204743 -1.576 -0.354 0.167
C 0.841461 1.317035 -1.545050 3.185 2.198 -0.833
N 0.892194 1.532960 -0.067996 -0.130 -1.077 -4.951
C 1.583657 0.484029 0.524168 1.439 -1.977 3.164
C 0.593883 -0.509028 1.093797 -0.622 -0.782 2.685
O -0.446953 0.178414 1.943462 2.200 -1.473 -0.863
H -0.583651 0.742485 -2.946723 0.486 -0.290 0.995
H -0.568210 -0.125426 -1.516938 -0.008 -0.036 -0.476
H 0.896503 2.235781 -2.190772 -1.040 -0.040 1.148
H 1.902435 1.069899 -1.762052 -0.315 -0.565 0.179
H 0.465250 2.333871 0.247139 -0.696 1.491 1.565
H 2.205917 0.644387 1.486711 -0.312 0.890 -1.868
H 2.185692 -0.040975 -0.287198 -0.381 0.659 1.346
H 0.930417 -1.297733 1.798200 0.699 0.626 -0.512
H 0.169672 -1.060271 0.299397 -1.209 -0.496 -0.967
H -0.997323 0.388618 1.222890 -1.766 1.182 -0.831
O -2.770599 -2.707585 0.246754 0.162 1.228 -0.686
H -2.504156 -2.028487 0.879697 -0.068 -0.329 0.036
H -2.858763 -3.516323 0.719607 -0.049 -0.855 0.702
```
Forces are in eV/Å.

Its charge is 0. The value obtained for the HOMO energy is -0.3278 Ha. The value obtained for the electronic energy is -381.40292 hartree. For the HOMO-LUMO gap, the calculation gives 9.70 eV. As for the multiplicity: 1. As for the SMILES: NCNCCO.O.

And the natural (NBO) charges, in e, turn out to be:
1. N -0.86
2. C -0.07
3. N -0.67
4. C -0.25
5. C -0.10
6. O -0.73
7. H 0.37
8. H 0.36
9. H 0.18
10. H 0.15
11. H 0.40
12. H 0.20
13. H 0.21
14. H 0.18
15. H 0.16
16. H 0.46
17. O -0.94
18. H 0.47
19. H 0.47

=====

Energy above the lowest of the compared OMol25 structures with the same formula, charge and spin, record by record: 56.6, 44.3, 192.4, 20.3, 38.4, 70.3 kcal/mol